The following is a quantum chemistry calculation of C63H58BaN8O2PS as an isolated structure at a distorted geometry, from the OMol25 dataset.

```
134
Properties=species:S:1:pos:R:3:forces:R:3:lowdin_charge:R:1
Ba 0.709648 0.238034 -0.240112 0.26 -3.21 1.96 2.079
C -0.595422 2.781516 4.782052 -0.02 -0.08 -0.61 -0.009
N -0.588448 2.705370 3.305020 0.10 -0.03 0.49 -0.046
C 0.011129 1.748490 2.527114 -0.31 0.47 0.12 -0.450
N -0.142837 2.049053 1.240664 -0.74 1.62 1.30 -0.082
C -0.852020 3.230708 1.190387 -0.10 -0.01 -0.29 -0.161
C -1.138704 3.655004 2.467244 -0.05 0.02 0.35 -0.100
C -1.831686 4.876042 2.963445 0.07 -0.23 -0.13 -0.176
C -1.442600 6.130207 2.493816 0.07 0.05 -0.04 -0.020
C -2.089216 7.278256 2.933592 0.00 0.00 -0.01 -0.062
C -3.132501 7.188560 3.849002 0.03 0.01 -0.01 -0.075
C -3.532169 5.943893 4.319361 0.08 -0.11 -0.05 -0.071
C -2.885757 4.793529 3.875132 -0.12 0.01 0.00 -0.047
C -1.215849 3.918241 -0.078373 0.27 -0.09 0.13 -0.173
C -0.234237 4.148987 -1.040281 -0.02 0.04 -0.05 -0.028
C -0.537416 4.846580 -2.204595 0.04 0.01 0.07 -0.067
C -1.827357 5.312706 -2.418837 -0.11 0.02 0.04 -0.073
C -2.819811 5.071890 -1.469998 0.08 -0.01 0.04 -0.065
C -2.512654 4.381429 -0.303002 -0.09 0.00 -0.04 -0.034
P 0.804890 0.296698 3.303413 -0.04 -0.09 -0.17 1.170
C 2.445905 0.189562 2.500654 0.61 -0.03 0.12 -0.448
N 2.769755 0.175968 1.213867 1.48 0.00 1.15 -0.090
C 4.139002 0.073115 1.139021 -0.10 -0.11 -0.44 -0.162
C 4.668490 0.022877 2.405301 -0.06 0.04 0.38 -0.103
N 3.584591 0.096416 3.260991 -0.02 0.01 0.48 -0.047
C 3.678858 0.116495 4.735155 -0.05 -0.03 -0.61 -0.008
C 6.074371 -0.019102 2.880451 -0.21 0.00 -0.11 -0.189
C 6.515837 -1.023743 3.740216 0.05 -0.14 0.03 -0.048
C 7.835884 -1.050274 4.176325 -0.06 0.04 -0.04 -0.070
C 8.726348 -0.071579 3.750544 -0.05 0.02 -0.03 -0.074
C 8.295089 0.930010 2.886473 -0.04 -0.03 0.00 -0.062
C 6.974819 0.956712 2.453992 0.03 0.07 -0.05 -0.021
C 4.828455 0.010389 -0.175610 -0.18 0.16 0.18 -0.160
C 4.327668 0.757839 -1.239491 -0.04 0.08 -0.12 -0.037
C 4.942948 0.723269 -2.485701 -0.08 0.04 0.05 -0.057
C 6.075428 -0.055314 -2.676382 0.06 -0.08 0.05 -0.077
C 6.581001 -0.808906 -1.619839 -0.04 0.02 0.01 -0.070
C 5.958947 -0.779190 -0.377331 0.08 -0.09 -0.04 -0.031
C -0.134098 -1.099950 2.567465 -0.35 -0.59 0.02 -0.445
N -0.355831 -1.419030 1.290684 -1.36 -2.01 1.77 -0.116
C -1.121866 -2.571790 1.305823 0.26 0.03 -0.26 -0.171
C -1.370291 -2.959069 2.601142 -0.03 0.02 0.32 -0.104
N -0.739183 -2.019303 3.389939 0.09 0.19 0.56 -0.048
C -0.800637 -1.985582 4.869429 0.08 -0.04 -0.62 -0.009
C -2.185591 -4.078818 3.150691 0.18 0.17 -0.16 -0.175
C -1.666956 -4.954056 4.105542 0.05 -0.15 0.02 -0.049
C -2.436481 -6.003050 4.601757 0.04 0.10 -0.06 -0.069
C -3.733989 -6.190258 4.139950 -0.02 0.04 -0.04 -0.075
C -4.256716 -5.328060 3.180314 0.06 0.02 0.00 -0.062
C -3.487626 -4.278517 2.690263 -0.09 0.03 -0.04 -0.020
C -1.615034 -3.261365 0.083162 -0.10 0.19 0.23 -0.174
C -1.455940 -4.638649 -0.079281 -0.05 -0.03 -0.05 -0.033
C -2.069009 -5.295994 -1.141048 -0.03 0.20 0.02 -0.073
C -2.850148 -4.579477 -2.047797 0.11 -0.04 0.09 -0.080
C -2.990266 -3.205088 -1.904994 0.05 0.03 -0.01 -0.075
C -2.368073 -2.551839 -0.847229 -0.10 0.08 -0.11 -0.041
H 0.354159 2.449361 5.175869 0.21 -0.10 0.00 0.067
H -1.388374 2.171399 5.204825 -0.10 -0.08 -0.03 0.092
H -0.754608 3.810586 5.074696 -0.01 0.14 -0.03 0.091
H -0.629848 6.202208 1.777296 -0.09 -0.01 0.06 0.125
H -1.776445 8.248562 2.558897 -0.04 -0.14 0.05 0.111
H -3.635140 8.088285 4.192722 0.07 -0.14 -0.06 0.109
H -4.353334 5.865673 5.025247 0.10 -0.01 -0.09 0.108
H -3.224553 3.820576 4.221617 0.04 0.10 -0.02 0.115
H 0.770490 3.770430 -0.884812 -0.03 0.03 -0.01 0.116
H 0.234059 5.012163 -2.951443 -0.12 -0.02 0.13 0.115
H -2.063851 5.855466 -3.330639 0.03 -0.10 0.14 0.112
H -3.836005 5.419090 -1.642059 0.18 -0.07 0.03 0.110
H -3.288009 4.184149 0.432269 0.08 0.05 -0.06 0.122
H 4.687952 0.387820 5.012257 0.15 0.05 -0.01 0.089
H 3.448250 -0.855723 5.158140 -0.03 -0.15 -0.02 0.094
H 2.997516 0.848366 5.141333 -0.20 0.18 0.03 0.067
H 5.828531 -1.806589 4.053178 0.08 0.10 -0.03 0.119
H 8.169245 -1.839114 4.842612 -0.04 0.08 -0.07 0.108
H 9.756487 -0.091019 4.088849 -0.09 0.00 -0.03 0.108
H 8.988286 1.695017 2.550018 -0.09 -0.10 0.04 0.110
H 6.635177 1.735003 1.775472 0.05 -0.10 0.09 0.127
H 3.451622 1.383659 -1.100770 0.10 -0.01 -0.02 0.083
H 4.533774 1.310318 -3.304231 0.05 -0.11 0.16 0.113
H 6.560701 -0.082026 -3.647070 -0.05 -0.01 0.12 0.106
H 7.458217 -1.432694 -1.766924 -0.12 0.09 0.03 0.107
H 6.345568 -1.388079 0.432908 -0.01 0.06 -0.04 0.116
H -1.597268 -2.642701 5.191964 -0.09 -0.06 -0.01 0.086
H -1.014735 -0.984872 5.215055 -0.03 0.25 -0.02 0.069
H 0.133238 -2.318915 5.312772 0.11 -0.05 -0.05 0.093
H -0.641855 -4.834378 4.445195 -0.10 -0.01 -0.02 0.117
H -2.017702 -6.678628 5.342092 -0.05 0.10 -0.11 0.109
H -4.336284 -7.008769 4.524109 0.09 0.12 -0.06 0.109
H -5.268466 -5.472356 2.811742 0.15 0.03 0.05 0.110
H -3.896782 -3.606300 1.940865 0.05 -0.09 0.08 0.123
H -0.863473 -5.196505 0.638991 -0.06 0.03 -0.04 0.123
H -1.947051 -6.367643 -1.255259 0.00 0.09 0.01 0.109
H -3.348334 -5.095898 -2.862607 0.06 0.04 0.09 0.104
H -3.594995 -2.635248 -2.607502 0.13 -0.09 0.10 0.106
H -2.499163 -1.479607 -0.730814 0.00 -0.09 0.00 0.103
O -0.070702 1.215937 -2.065371 -0.95 1.68 -2.70 -0.538
O 1.371980 1.226944 -2.020698 0.89 1.89 -3.60 -0.594
C -4.814742 2.154611 -3.083100 0.10 -0.05 0.11 -0.076
C -4.144978 1.491439 -2.020587 -0.11 0.10 -0.24 -0.074
C -2.784132 1.382114 -2.037381 0.01 0.17 -0.27 -0.026
C -2.023999 1.914962 -3.116937 -0.44 -0.19 0.26 -0.113
C -0.614143 1.813089 -3.166780 0.20 -0.34 0.64 -0.285
C 0.116465 2.290845 -4.195180 0.09 0.31 -0.74 -0.012
C -0.560616 2.931643 -5.270088 0.21 -0.11 0.09 -0.060
C -1.916571 3.071446 -5.268481 -0.17 -0.01 0.08 -0.044
C -2.682550 2.558534 -4.180626 -0.21 0.08 -0.19 -0.178
C -4.100825 2.672402 -4.128737 0.06 0.03 -0.09 -0.030
H -5.895471 2.254885 -3.060497 0.11 -0.03 0.00 0.103
H -4.715453 1.073735 -1.197619 0.02 0.06 -0.05 0.104
H -2.274974 0.895098 -1.219944 0.05 -0.05 0.07 0.091
H 1.188464 2.184480 -4.173820 0.04 0.00 -0.02 0.115
H 0.023905 3.312890 -6.102574 -0.07 -0.04 0.10 0.109
H -2.428639 3.566106 -6.090056 0.06 -0.07 0.12 0.113
H -4.611170 3.182158 -4.945988 0.10 -0.11 0.16 0.116
C 0.607858 -4.750992 -3.547591 -0.09 0.11 -0.31 -0.095
N -0.304498 -4.106433 -4.491969 0.13 -0.07 -0.08 -0.214
C -0.203520 -4.653667 -5.852896 0.06 0.04 0.18 -0.054
C -0.640777 -2.783757 -4.333942 -0.20 0.03 -0.20 -0.773
S 0.199663 -1.723518 -3.339209 -0.02 -0.23 0.02 0.715
N -1.698649 -2.370304 -5.087320 -0.14 0.15 -0.02 -0.200
C -2.752209 -3.277074 -5.552459 0.11 0.23 0.17 -0.064
C -2.047700 -0.950077 -5.215011 -0.05 -0.33 0.13 -0.067
H 0.508921 -5.833398 -3.676740 0.01 0.13 0.01 0.092
H 0.349227 -4.489688 -2.528761 -0.08 0.08 0.08 0.052
H 1.647760 -4.459713 -3.727733 -0.03 0.00 -0.02 0.085
H 0.848696 -4.831630 -6.088946 0.02 -0.01 0.02 0.093
H -0.591163 -3.948713 -6.581300 0.02 0.00 0.03 0.081
H -0.741008 -5.598855 -5.956193 -0.02 0.02 0.08 0.092
H -2.629046 -4.261909 -5.116940 0.05 -0.05 0.05 0.072
H -2.770594 -3.369385 -6.639870 0.06 0.03 -0.03 0.091
H -3.720272 -2.878106 -5.238593 0.03 0.02 0.02 0.090
H -1.161561 -0.326882 -5.169828 0.10 -0.03 0.00 0.054
H -2.725075 -0.632765 -4.411000 0.07 -0.06 -0.07 0.088
H -2.547578 -0.807374 -6.175562 0.02 -0.03 0.06 0.095
```
Positions in Å, forces in eV/Å.

Summary:
electronic energy: -3788.93605 a.u.
frontier orbital gap: 7.43 eV
total charge: +1